Entry 1:
58
Properties=species:S:1:pos:R:3:nbo_charge:R:1 method="wB97M-V/def2-TZVPD" e_lumo_ev=0.018 homo_lumo_gap_ev=8.896 relative_energy_ev=1.404 homo_energy_ev=-8.8779
C 1.03 -0.18 -0.20 -0.2229
N 0.15 0.89 -0.71 -0.6818
C 0.51 1.51 -1.98 -0.1941
C -0.27 0.94 -3.17 -0.5430
S 0.65 0.91 -4.76 -0.0331
C 0.52 3.02 -1.90 0.4761
O 0.46 3.68 -0.88 -0.5788
C 0.09 -0.97 0.69 -0.6445
H 1.32 -0.81 -1.05 0.2092
H 1.91 0.23 0.29 0.2059
H -0.38 1.46 -0.06 0.3921
H 1.56 1.21 -2.23 0.2464
H -0.82 0.06 -2.84 0.2566
H -1.17 1.55 -3.40 0.2233
H 1.48 -0.10 -4.44 0.1313
H 0.72 3.60 -2.83 0.1353
H 0.39 -2.00 0.76 0.2074
H -0.92 -0.98 0.31 0.2215
H 0.14 -0.70 1.76 0.2244
H -5.36 0.51 0.35 0.4971
H -3.91 1.36 0.60 0.5283
O -4.43 0.56 0.53 -1.0212
H -3.89 -2.20 -0.66 0.4853
H -2.52 -2.21 -1.00 0.5095
O -3.20 -2.89 -0.81 -0.9493
H -1.06 0.89 4.02 0.5011
H -0.33 1.75 2.93 0.4792
O -0.34 0.90 3.37 -1.0009
H 2.70 -3.44 1.05 0.5113
H 3.44 -2.39 1.80 0.4728
O 3.60 -3.05 1.10 -0.9701
H 4.96 0.64 1.49 0.4695
H 4.42 -0.32 0.39 0.4796
O 4.62 0.62 0.59 -0.9558
H 0.10 -3.98 0.95 0.5209
H 1.05 -5.11 1.36 0.4756
O 1.06 -4.22 1.03 -1.0025
H 4.66 -1.49 -1.59 0.4745
H 3.81 -2.12 -0.35 0.4985
O 3.79 -1.70 -1.22 -0.9999
H 1.98 -1.59 2.86 0.4608
H 1.69 -0.14 3.09 0.4943
O 2.38 -0.79 3.21 -0.9530
H -2.76 -0.38 4.94 0.4875
H -3.43 0.84 4.21 0.4888
O -2.68 0.56 4.76 -0.9545
H -2.27 -3.69 0.18 0.5089
H -2.12 -4.98 1.03 0.4737
O -1.59 -4.27 0.67 -1.0096
H -0.04 3.46 0.78 0.5186
H -0.02 3.84 2.37 0.4928
O -0.51 3.47 1.63 -1.0220
H -2.92 3.57 -0.34 0.4904
H -2.32 3.11 1.04 0.5155
O -2.87 2.85 0.30 -0.9947
H -3.22 0.04 -0.77 0.4999
H -1.73 0.35 -1.28 0.4962
O -2.49 -0.26 -1.32 -1.0288

***

Entry 2:
21
Properties=species:S:1:pos:R:3:nbo_charge:R:1 method="wB97M-V/def2-TZVPD" e_lumo_ev=0.652 homo_lumo_gap_ev=8.926 relative_energy_ev=2.635 smiles="C=C(C)C.O.O.O" homo_energy_ev=-8.2741
C 0.96 4.72 0.82 -0.4615
C 0.11 3.94 0.10 0.0552
C 0.59 2.63 -0.44 -0.6572
C -1.27 4.47 -0.22 -0.6683
H 0.54 5.19 1.70 0.2019
H 1.98 4.78 0.46 0.2029
H 0.65 2.64 -1.54 0.2097
H 1.54 2.33 0.00 0.2224
H -0.09 1.79 -0.27 0.2252
H -1.15 5.50 -0.58 0.2225
H -1.73 4.00 -1.09 0.2185
H -1.90 4.61 0.66 0.2286
O 0.17 -4.80 4.76 -0.9220
H 0.88 -4.31 4.34 0.4616
H -0.61 -4.45 4.31 0.4606
O 0.37 -6.07 2.12 -0.9262
H 0.95 -6.56 1.52 0.4677
H 0.26 -5.24 1.70 0.4583
O -0.71 -1.67 -6.90 -0.9447
H -1.32 -1.08 -6.46 0.4724
H -0.79 -2.55 -6.53 0.4724

***

Entry 3:
143
Properties=species:S:1:pos:R:3:mulliken_charge:R:1 method="wB97M-V/def2-TZVPD" charge=-1 e_lumo_ev=1.865 homo_lumo_gap_ev=5.528 homo_energy_ev=-3.6631
C 3.48 -0.75 -2.29 -1.0234
Si 3.20 0.87 -1.26 0.3820
C 4.83 1.91 -1.52 -0.7897
C 3.17 0.40 0.59 -0.5637
P 1.56 2.12 -2.01 0.9137
C 0.27 1.80 -0.62 -0.4015
C -0.81 3.02 -0.45 -0.4262
C -1.82 3.18 -1.67 -0.6026
C -2.53 1.84 -2.16 1.0401
C -2.88 0.63 -1.24 -0.3829
C -3.58 -0.62 -1.82 -0.3172
C -3.93 -0.62 -3.32 -0.3898
C -3.62 0.56 -4.27 -0.6036
C -2.90 1.79 -3.69 -0.5068
O 2.11 3.66 -1.34 -0.5428
C 1.90 4.51 -2.51 -0.4989
C 2.66 3.72 -3.75 0.1013
P 4.38 4.57 -3.77 0.3891
O 5.49 3.69 -4.43 -0.6927
O 2.61 2.30 -3.44 -0.7248
H 3.61 -0.52 -3.40 0.2520
H 2.53 -1.39 -2.12 0.2073
H 4.37 -1.35 -1.86 0.2719
H 5.67 1.45 -0.88 0.2669
H 5.16 1.83 -2.61 0.2759
H 4.69 2.99 -1.16 0.0352
H 3.04 1.36 1.21 -0.0752
H 2.42 -0.42 0.83 0.0806
H 4.22 -0.01 0.86 0.3511
H 0.57 2.70 -2.90 -0.0467
H 1.06 0.86 -2.58 -0.1619
H 0.72 1.68 0.42 -0.0671
H -0.23 0.80 -0.88 0.1728
H -1.42 2.74 0.49 0.1100
H -0.27 4.01 -0.22 0.4076
H -1.30 3.67 -2.55 0.2019
H -2.66 3.91 -1.34 0.0616
H -2.57 0.70 -0.14 0.2520
H -3.80 -1.48 -1.09 0.4478
H -4.44 -1.53 -3.78 0.2572
H -3.90 0.58 -5.39 0.2831
H -2.65 2.67 -4.39 0.2713
H 0.81 4.83 -2.70 -0.0040
H 2.52 5.49 -2.45 0.4522
H 2.21 3.81 -4.80 0.2944
H 4.33 5.79 -4.55 0.0599
H 4.70 4.94 -2.41 0.0375
C 7.79 3.62 -1.28 0.1832
O 7.61 2.99 -0.25 -0.6502
N 8.58 4.72 -1.39 0.1803
C 8.74 5.43 -2.65 -0.7438
C 9.29 5.21 -0.22 -1.0333
H 7.30 3.34 -2.22 0.3008
H 9.80 5.41 -2.93 0.1565
H 8.41 6.46 -2.53 0.3146
H 8.16 4.95 -3.44 0.3165
H 9.95 4.42 0.15 0.2855
H 8.57 5.46 0.55 0.3510
H 9.88 6.09 -0.47 0.3541
C -5.89 -3.13 -0.05 0.1808
O -4.75 -3.03 -0.46 -0.8775
N -6.93 -3.68 -0.75 0.1700
C -8.27 -3.76 -0.19 -1.0168
C -6.68 -4.20 -2.08 -0.9279
H -6.19 -2.77 0.95 0.3846
H -8.57 -4.81 -0.15 0.3607
H -8.95 -3.21 -0.84 0.3782
H -8.30 -3.34 0.81 0.3038
H -5.92 -4.98 -2.02 0.2899
H -6.31 -3.39 -2.71 0.2199
H -7.60 -4.60 -2.50 0.3982
C -5.83 1.85 -0.34 0.3260
O -6.21 1.14 0.57 -0.6848
N -6.20 3.15 -0.53 0.1442
C -5.70 3.94 -1.64 -0.8310
C -7.12 3.76 0.41 -0.9983
H -5.13 1.49 -1.10 0.1708
H -5.17 4.81 -1.25 0.3374
H -6.55 4.27 -2.25 0.3787
H -5.02 3.35 -2.26 0.1928
H -6.69 3.73 1.41 0.3072
H -8.06 3.19 0.42 0.2816
H -7.33 4.80 0.13 0.3851
C -1.21 -5.45 1.62 0.0169
O -2.16 -6.23 1.58 -0.5841
N -1.31 -4.10 1.57 0.2809
C -0.15 -3.24 1.61 -1.0258
C -2.63 -3.49 1.47 -0.8411
H -0.17 -5.81 1.70 0.2950
H -0.22 -2.58 2.48 0.3511
H -0.11 -2.64 0.70 0.3817
H 0.77 -3.82 1.69 0.2889
H -3.23 -3.79 2.33 0.0693
H -3.12 -3.85 0.56 0.3982
H -2.55 -2.41 1.43 0.3890
C -6.38 -5.57 3.59 -0.0949
O -7.59 -5.48 3.59 -0.6420
N -5.60 -5.70 4.70 0.2332
C -4.15 -5.80 4.61 -0.8689
C -6.23 -5.74 6.00 -1.0143
H -5.80 -5.55 2.65 0.5260
H -3.83 -6.75 5.05 0.3405
H -3.71 -4.97 5.17 0.3870
H -3.82 -5.76 3.58 0.1575
H -6.92 -6.59 6.04 0.2582
H -6.80 -4.82 6.15 0.3221
H -5.48 -5.85 6.79 0.3951
C -5.00 -9.80 5.38 0.3181
O -4.33 -10.54 6.07 -0.6124
N -6.27 -10.05 4.96 0.1367
C -7.01 -9.11 4.13 -0.7300
C -6.91 -11.29 5.36 -0.9838
H -4.61 -8.83 5.02 0.1038
H -7.92 -8.81 4.66 0.3581
H -7.28 -9.61 3.19 0.4025
H -6.41 -8.23 3.91 0.0102
H -6.95 -11.33 6.45 0.3073
H -6.32 -12.13 4.99 0.2847
H -7.92 -11.35 4.95 0.3937
C 0.97 2.33 3.42 -0.0029
O 0.03 1.56 3.37 -0.6238
N 0.89 3.69 3.39 0.2149
C 2.06 4.53 3.45 -0.9900
C -0.42 4.30 3.29 -0.8083
H 2.01 1.96 3.50 0.3880
H 1.99 5.18 4.33 0.3741
H 2.11 5.15 2.55 0.3203
H 2.97 3.93 3.53 0.3428
H -1.02 3.99 4.14 0.3078
H -0.90 3.96 2.37 0.1477
H -0.33 5.39 3.27 0.3880
C 13.07 5.01 -2.81 0.0903
O 11.98 5.01 -2.26 -0.5443
N 13.41 4.24 -3.87 0.1154
C 14.73 4.30 -4.48 -0.9233
C 12.43 3.32 -4.42 -0.8872
H 13.88 5.67 -2.47 0.2559
H 14.62 4.58 -5.53 0.3346
H 15.20 3.31 -4.41 0.3324
H 15.36 5.03 -3.97 0.2907
H 11.55 3.88 -4.75 0.2676
H 12.12 2.62 -3.64 0.2906
H 12.85 2.76 -5.26 0.3671

***

Entry 4:
7
Properties=species:S:1:pos:R:3:mulliken_spin:R:1 method="wB97M-V/def2-TZVPD" s_squared=2.01 e_lumo_ev="0.328 / -3.628" homo_lumo_gap_ev="5.758 / 5.375" relative_energy_ev=3.012 multiplicity=3 homo_energy_ev="-5.4306 / -9.0022"
N -0.26 -1.34 -1.15 0.0945
P 1.22 0.05 1.40 1.0131
P -0.20 -0.08 -0.31 0.1127
S 1.31 1.29 -0.39 0.6958
H -1.09 -1.43 -1.78 0.0045
H 0.45 1.01 2.25 0.0846
H -1.42 0.50 -0.02 -0.0053

***

Entry 5:
12
Properties=species:S:1:pos:R:3:nbo_charge:R:1 method="wB97M-V/def2-TZVPD" e_lumo_ev=1.068 homo_lumo_gap_ev=8.840 relative_energy_ev=0.282 smiles=Nc1ccc[nH]1 homo_energy_ev=-7.7721
N -1.34 1.47 0.54 -0.8318
C -0.44 0.43 0.21 0.2773
C -0.26 -0.85 0.69 -0.3514
C 0.86 -1.40 0.00 -0.2923
C 1.32 -0.45 -0.88 -0.0896
N 0.52 0.66 -0.74 -0.5183
H -2.10 1.52 -0.13 0.3685
H -1.74 1.29 1.45 0.3762
H -0.87 -1.32 1.44 0.2170
H 1.26 -2.39 0.13 0.2201
H 2.13 -0.49 -1.59 0.2110
H 0.66 1.56 -1.17 0.4132

***

Entry 6:
111
Properties=species:S:1:pos:R:3:mulliken_charge:R:1 method="wB97M-V/def2-TZVPD" charge=-1 e_lumo_ev=1.084 homo_lumo_gap_ev=5.987 relative_energy_ev=10.804 homo_energy_ev=-4.9038
C -1.41 -0.57 -1.14 -0.3540
O -0.11 -0.24 -1.57 -0.0568
O -1.63 -1.95 -1.48 -0.8840
C -1.69 -0.16 0.39 0.8443
F -2.78 -0.75 0.93 -0.2592
F -0.73 -0.40 1.27 -0.2881
F -1.94 1.16 0.50 -0.2995
C 0.18 1.04 -2.02 -0.1092
C 1.67 1.18 -2.14 -1.2700
H 2.13 0.46 -1.46 0.3167
H 2.09 1.00 -3.12 0.2960
H 2.14 2.14 -1.90 0.3561
H 0.01 1.70 -1.17 0.1873
H -0.34 1.49 -2.86 0.2980
H -2.15 -0.09 -1.78 0.2050
C 1.65 1.25 5.82 0.7122
O 0.77 1.46 6.61 -0.6482
N 1.78 0.08 5.24 -0.3448
N 2.52 2.11 5.34 -0.3872
H 1.01 -0.57 5.28 0.2002
H 2.51 -0.03 4.55 0.1311
H 3.29 1.79 4.78 0.1641
H 2.35 3.08 5.56 0.1846
C 4.86 5.53 -4.28 0.6346
O 4.90 5.28 -5.43 -0.6300
N 5.65 5.02 -3.41 -0.3451
N 3.98 6.43 -3.75 -0.3664
H 6.39 4.45 -3.79 0.2103
H 5.71 5.37 -2.47 0.1668
H 4.18 6.63 -2.78 0.1426
H 3.26 6.90 -4.27 0.1917
C -2.94 -1.79 6.97 0.6838
O -3.68 -2.72 7.07 -0.6755
N -2.90 -0.78 7.74 -0.3770
N -2.20 -1.57 5.93 -0.3938
H -3.48 -0.76 8.56 0.1965
H -2.21 -0.07 7.60 0.1600
H -2.31 -2.39 5.35 0.1930
H -1.96 -0.64 5.63 0.2129
C -5.42 -5.08 -3.97 0.7267
O -6.25 -5.76 -4.59 -0.7271
N -4.28 -5.44 -3.61 -0.2674
N -5.70 -3.88 -3.59 -0.3914
H -3.82 -4.65 -3.19 0.0842
H -3.90 -6.38 -3.68 0.1957
H -4.98 -3.41 -3.05 0.1688
H -6.45 -3.47 -4.12 0.2154
C 5.40 0.10 1.02 0.7618
O 5.16 -0.16 2.15 -0.6580
N 5.73 1.21 0.43 -0.3165
N 5.44 -0.88 0.12 -0.3971
H 6.07 1.09 -0.51 0.1178
H 5.64 2.13 0.84 0.1646
H 5.00 -1.77 0.28 0.2242
H 5.58 -0.61 -0.85 0.1062
C -6.48 -5.22 1.80 0.6586
O -7.24 -5.98 2.42 -0.7198
N -6.45 -5.11 0.57 -0.2864
N -5.84 -4.23 2.39 -0.3929
H -7.10 -5.67 0.04 0.2159
H -5.97 -4.27 0.28 0.1560
H -5.03 -3.85 1.91 0.1831
H -6.07 -4.09 3.36 0.1874
C 1.08 -3.69 -5.17 0.6024
O 1.41 -4.16 -6.22 -0.6999
N 0.23 -4.34 -4.47 -0.3412
N 1.48 -2.58 -4.67 -0.2756
H 0.04 -5.33 -4.58 0.1676
H -0.31 -3.82 -3.80 0.2011
H 1.21 -2.36 -3.72 0.1358
H 2.28 -2.07 -5.02 0.1962
C 4.05 5.64 1.52 0.6814
O 4.95 5.62 0.71 -0.6861
N 3.14 4.71 1.58 -0.3382
N 3.93 6.50 2.42 -0.4136
H 3.09 3.95 0.92 0.1661
H 2.41 4.84 2.27 0.1515
H 3.46 6.30 3.29 0.1899
H 4.68 7.19 2.45 0.2538
C -0.55 -5.26 2.14 0.7088
O 0.01 -5.55 3.25 -0.7423
N 0.14 -4.57 1.29 -0.3618
N -1.71 -5.60 1.74 -0.3671
H 1.10 -4.42 1.56 0.1820
H -0.31 -4.18 0.47 0.1641
H -1.98 -5.23 0.84 0.1857
H -2.37 -5.88 2.46 0.2254
C 7.02 -1.04 -4.41 0.7144
O 7.10 -0.36 -3.42 -0.7034
N 7.43 -2.26 -4.44 -0.3955
N 6.60 -0.53 -5.50 -0.4119
H 7.29 -2.94 -5.17 0.1713
H 7.91 -2.62 -3.62 0.2229
H 6.51 0.48 -5.52 0.2334
H 6.72 -1.09 -6.33 0.1705
C -2.09 5.79 -1.04 0.6687
O -3.06 5.31 -0.45 -0.6271
N -2.16 6.54 -2.17 -0.4438
N -0.85 5.88 -0.60 -0.3644
H -1.45 7.25 -2.31 0.1848
H -3.10 6.65 -2.51 0.2391
H -0.62 5.33 0.21 0.1913
H -0.08 6.32 -1.08 0.1563
C -6.76 1.25 2.96 0.7041
O -6.24 0.82 4.05 -0.7365
N -7.59 2.14 2.93 -0.3223
N -6.67 0.71 1.79 -0.4027
H -7.95 2.41 2.02 0.1400
H -7.83 2.69 3.74 0.2267
H -7.17 0.98 0.96 0.1781
H -6.08 -0.10 1.93 0.2111

***

Entry 7:
63
Properties=species:S:1:pos:R:3:nbo_charge:R:1 method="wB97M-V/def2-TZVPD" charge=+3 e_lumo_ev="-9.561 / -9.562" homo_lumo_gap_ev="6.696 / 6.696" relative_energy_ev=0.570 homo_energy_ev="-16.2571 / -16.2572"
Rh 0.74 0.61 0.88 0.6692
Se 2.05 2.63 0.60 0.5819
Se 2.21 2.43 2.97 0.3231
C 3.12 0.77 2.74 0.0032
C 4.32 0.47 3.37 -0.2210
C 4.92 -0.75 3.10 -0.0871
C 4.32 -1.60 2.19 -0.2180
C 3.14 -1.22 1.57 0.0481
N 2.53 -0.06 1.87 -0.4899
C 0.43 3.70 0.75 0.0095
C 0.39 5.06 0.52 -0.2273
C -0.84 5.68 0.69 -0.1114
C -1.93 4.91 1.06 -0.2046
C -1.77 3.54 1.25 0.0568
N -0.59 2.93 1.09 -0.5167
H 4.78 1.19 4.03 0.2704
H 5.85 -1.01 3.58 0.2688
H 4.77 -2.55 1.92 0.2675
H 2.68 -1.83 0.81 0.2312
H 1.27 5.62 0.24 0.2640
H -0.94 6.74 0.53 0.2647
H -2.91 5.36 1.20 0.2611
H -2.61 2.93 1.53 0.2022
C 0.00 0.49 -5.72 -1.1134
Si 0.16 -0.90 -4.47 1.6098
C -0.73 -2.46 -4.98 -1.1140
C 1.95 -1.24 -4.05 -1.1344
C -0.75 -0.27 -2.89 -0.4436
C -2.12 0.00 -2.97 -0.1110
C -2.85 0.47 -1.88 -0.1934
C -2.19 0.68 -0.69 0.0137
N -0.89 0.42 -0.56 -0.5141
C -0.20 -0.04 -1.63 0.0695
S 1.48 -0.26 -1.11 0.1218
H 0.46 0.19 -6.67 0.2696
H 0.50 1.40 -5.39 0.2496
H -1.04 0.74 -5.93 0.2501
H -0.28 -2.87 -5.89 0.2705
H -1.78 -2.29 -5.21 0.2497
H -0.68 -3.24 -4.21 0.2424
H 2.43 -1.62 -4.95 0.2777
H 2.07 -2.02 -3.29 0.2382
H 2.51 -0.35 -3.76 0.2466
H -2.64 -0.15 -3.91 0.2447
H -3.91 0.68 -1.97 0.2461
H -2.71 1.07 0.18 0.1994
N -2.43 -2.79 2.94 -0.4935
C -2.03 -1.59 3.75 -0.2445
C -1.44 -0.51 2.85 -0.2606
N -0.31 -1.00 2.04 -0.6011
C -0.72 -2.19 1.26 -0.2618
C -1.27 -3.31 2.13 -0.2449
H -3.21 -2.55 2.32 0.4407
H -2.78 -3.53 3.55 0.4618
H -1.30 -1.95 4.48 0.2379
H -2.91 -1.23 4.29 0.2672
H -1.12 0.32 3.47 0.2594
H -2.20 -0.13 2.16 0.2213
H 0.45 -1.27 2.65 0.3987
H 0.14 -2.57 0.70 0.2620
H -1.45 -1.87 0.52 0.2327
H -0.54 -3.68 2.85 0.2356
H -1.63 -4.15 1.53 0.2678

***

| no. | E (a.u.) |
| --- | --- |
| 1 | -1718.98525 |
| 2 | -386.42995 |
| 3 | -3735.42527 |
| 4 | -1137.25682 |
| 5 | -265.52520 |
| 6 | -3309.36181 |
| 7 | -6730.92454 |